C5H10O | wB97M-V/def2-TZVPD

Computed properties:
Structure (SMILES) ... OC1CC=CC1.[H][H]
M ... 86.1 g mol⁻¹
Frontier orbital gap ... 9.74 eV

Each line ends with the Mulliken charge.
Cartesian coordinates (Å):
O (1.320328, 0.585158, -1.665643)  -0.5636
C (0.531739, -0.493084, -1.189423)  0.1940
C (-0.894157, 0.004276, -0.945110)  -0.7787
C (-0.777604, 0.551972, 0.443876)  -0.2958
C (0.072178, -0.223105, 1.135860)  -0.3763
C (1.057766, -0.867997, 0.210024)  -0.8034
H (0.881036, 0.913756, -2.460367)  0.3240
H (0.576997, -1.348951, -1.868912)  0.2803
H (-1.274024, 0.696448, -1.702691)  0.3807
H (-1.601970, -0.836886, -0.888366)  0.2276
H (-1.338965, 1.116436, 2.510496)  0.0026
H (-1.255103, 1.480468, 0.731217)  0.3781
H (-0.638671, 1.150181, 2.759511)  0.0340
H (0.088953, -0.441594, 2.197198)  0.4165
H (2.020020, -0.353309, 0.356758)  0.2530
H (1.231475, -1.933769, 0.375572)  0.3271

Atoms 1-6, force components in eV/Å:
0.14 0.03 -0.36
-0.12 -0.40 -0.02
0.05 0.00 -0.24
0.06 -0.13 0.05
0.02 0.09 -0.08
-0.02 -0.18 -0.13